[1]
This record from OMol25 describes a 12-piece molecular cluster, C35H85Cl4F3N5O23P4 overall in a non-equilibrium geometry. The level of theory is the ωB97M-V functional and the def2-TZVPD basis.

Structure (XYZ):
```
159
C35H85Cl4F3N5O23P4 the ωB97M-V functional and the def2-TZVPD basis
Cl 2.548 -0.845 -5.048
Cl 3.286 -3.173 -2.545
Cl 4.460 5.556 -0.052
Cl 4.972 3.845 2.811
P -1.673 6.202 -3.102
P -2.090 2.876 5.228
P -4.967 0.880 -1.825
P -1.968 -4.361 -3.307
F 0.718 2.933 0.126
F -0.759 1.515 -0.452
F 1.218 1.403 -1.366
O 3.218 3.616 -5.440
O -1.209 -3.298 -4.341
O 3.076 -3.826 3.949
O -0.877 -4.811 -2.172
O -4.460 1.005 -3.391
O -1.516 5.845 -4.703
O -2.508 4.916 -2.371
O -1.185 1.616 4.820
O 7.381 -1.572 2.163
O -4.927 2.453 -1.337
O -1.707 -8.834 -0.751
O -0.196 6.033 -2.522
O -3.732 0.243 -0.984
O 0.920 -0.719 0.281
O -2.537 -1.858 2.602
O -2.194 7.575 -3.044
O -1.637 3.297 6.720
O -6.243 0.223 -1.565
O 2.501 0.758 1.122
O -1.476 4.083 4.350
O -2.104 -5.714 -4.188
O -3.237 -3.981 -2.576
O -3.543 2.755 4.972
N 5.532 -1.275 0.969
N 2.779 3.169 -3.318
N -0.190 -7.762 0.596
N 2.609 -1.608 3.577
N -2.935 -0.743 4.451
C -4.911 2.725 0.058
C -0.532 -2.479 -0.291
C -0.681 -6.441 0.681
C 0.279 1.698 4.814
C 0.173 -10.044 0.145
C 3.033 -0.496 -3.356
C 5.883 0.215 2.717
C -2.139 2.619 7.814
C 0.489 -5.183 -2.489
C 6.330 -0.941 1.895
C 2.522 -3.137 1.702
C -3.420 -1.136 -1.194
C 2.366 3.555 -4.567
C -2.946 -0.917 3.145
C 0.872 3.649 -4.675
C -3.570 0.150 2.330
C -0.720 -8.828 -0.024
C 5.731 -2.426 0.122
C -1.645 4.101 2.917
C -1.379 -1.911 -4.199
C -2.478 3.642 -3.078
C 4.153 2.830 -2.872
C 2.722 -1.110 4.941
C -5.322 1.119 -4.476
C 3.337 4.295 2.157
C -2.730 -6.847 -3.690
C -0.303 -1.363 0.685
C -2.378 -1.727 5.421
C 0.561 1.672 -0.259
C 2.541 -1.546 -2.260
C 3.432 5.644 1.332
C -0.788 6.763 -5.511
C 0.011 6.496 -1.195
C 1.090 0.653 0.820
C 2.793 -2.887 3.168
H -4.194 -0.335 1.579
H -2.769 0.810 1.997
H 1.454 -1.593 -2.198
H -3.266 -1.717 -0.285
H -3.454 -6.591 -2.917
H 0.199 6.922 -5.078
H -0.651 -2.080 -1.299
H -2.890 -2.667 5.215
H -1.382 -3.050 0.081
H 2.664 0.525 -3.253
H -6.398 1.094 -4.303
H 2.852 -0.030 5.018
H -5.124 2.134 -4.821
H 2.706 4.426 3.036
H 4.886 0.512 2.391
H -1.360 2.247 8.479
H 6.172 -3.340 0.519
H 0.634 2.622 5.269
H 1.086 -4.679 -1.729
H 2.434 5.872 0.957
H 3.388 -1.677 5.592
H 4.085 -0.318 -3.135
H -0.842 7.100 -0.885
H -3.316 -7.208 -4.535
H 4.679 -2.660 -0.040
H 0.514 0.741 1.741
H -0.522 -1.456 -3.702
H 0.656 3.838 -5.726
H -4.944 0.477 -5.271
H -1.091 3.234 2.559
H -3.368 3.491 -3.690
H -1.631 3.502 -3.750
H 4.744 2.548 -3.743
H -2.734 1.736 7.578
H 1.771 -1.295 5.441
H -2.452 -1.364 6.446
H 0.401 2.700 -4.418
H -1.178 -0.736 0.854
H 1.172 -9.842 -0.243
H 0.321 5.687 -0.533
H 3.394 -3.725 1.415
H -2.259 -1.476 -3.724
H -2.721 3.980 2.791
H -4.194 -1.668 -1.747
H 5.721 0.025 3.778
H 2.407 -0.868 2.920
H -5.142 1.879 0.705
H 0.661 -6.243 -2.301
H 0.567 4.440 -3.990
H -5.606 3.533 0.286
H -4.183 0.824 2.929
H 2.466 -2.274 1.039
H 0.805 7.244 -1.217
H 0.304 -10.203 1.215
H 3.832 6.435 1.967
H -1.280 -6.051 1.504
H 0.589 1.651 3.770
H 2.980 3.448 1.571
H 0.111 -5.706 0.538
H -1.455 -1.462 -5.190
H -1.400 -6.385 -0.136
H -1.960 -7.558 -3.388
H -2.723 3.316 8.415
H -2.439 -1.169 -1.668
H -0.040 -1.825 1.636
H -1.247 7.750 -5.446
H 4.669 -0.754 1.039
H 1.947 3.065 -2.755
H 6.538 1.058 2.498
H 6.166 -2.145 -0.837
H 0.677 0.889 5.427
H -1.299 5.047 2.500
H -1.318 -1.800 5.175
H -0.233 -10.929 -0.343
H -3.933 3.132 0.316
H 2.807 -1.159 -1.276
H -0.700 6.541 -6.575
H -3.279 0.109 4.871
H 4.017 2.008 -2.169
H 4.645 3.647 -2.343
H 0.317 -3.162 -0.307
H 1.037 -4.853 -3.372
H 0.619 -7.940 1.174
H 1.716 -3.837 1.480
H -2.557 2.766 -2.434
```

Computed properties:
- Molecular weight: 1266.78 g/mol
- DFT total energy: -187624.3990 eV
- LUMO energy: 1.770 eV
- Multiplicity: 1
- Max |F|: 6.4 eV/A
- HOMO-LUMO gap: 7.773 eV
- Net charge: -1

---

[2]
This record from OMol25 describes a 10-piece molecular cluster, C35H85N5O15 overall in a non-equilibrium geometry. The level of theory is the ωB97M-V functional and the def2-TZVPD basis.

Structure (XYZ):
```
140
C35H85N5O15 the ωB97M-V functional and the def2-TZVPD basis
O -13.822 -15.700 3.430
O -20.783 -13.605 4.053
O -15.708 -4.642 2.317
O -19.368 -7.764 6.702
O -20.167 -9.596 4.938
O -13.225 -11.017 5.771
O -13.740 -9.467 7.271
O -16.624 -3.741 4.120
O -18.810 -12.459 9.489
O -18.339 -13.689 7.697
O -16.290 -12.707 0.714
O -20.557 -11.058 3.309
O -22.933 -9.120 0.522
O -15.957 -10.853 -0.485
O -20.454 -14.108 -1.106
N -16.684 -14.696 4.302
N -23.767 -8.142 3.422
N -18.873 -6.482 9.166
N -22.633 -12.595 7.134
N -19.890 -11.110 -1.009
C -21.295 -11.127 -1.558
C -13.987 -10.133 6.227
C -24.427 -7.086 4.199
C -15.551 -10.792 1.884
C -23.548 -9.374 4.236
C -24.037 -9.572 1.276
C -16.860 -13.190 4.187
C -15.307 -9.814 5.523
C -22.382 -7.669 3.041
C -15.852 -15.124 5.519
C -18.593 -9.765 3.188
C -17.531 -6.894 8.566
C -16.572 -4.629 3.226
C -19.843 -5.955 8.116
C -24.128 -12.445 7.220
C -22.474 -13.180 5.706
C -18.033 -15.320 4.535
C -15.960 -11.496 0.589
C -21.086 -13.738 5.419
C -14.716 -14.874 2.686
C -18.598 -5.290 10.057
C -19.637 -9.727 -0.454
C -21.903 -11.314 7.322
C -17.554 -5.813 3.301
C -24.608 -8.507 2.195
C -18.466 -12.578 8.283
C -18.067 -11.281 7.538
C -19.410 -13.555 -0.276
C -22.164 -13.584 8.190
C -18.911 -11.336 -2.155
C -16.155 -15.215 2.996
C -19.829 -10.187 3.877
C -19.749 -12.119 0.123
C -20.425 -7.022 7.223
C -19.442 -7.674 9.872
H -20.898 -6.531 6.362
H -17.113 -6.081 7.976
H -18.598 -9.709 -0.126
H -17.627 -12.811 4.859
H -19.210 -10.597 -2.892
H -23.058 -9.061 5.158
H -22.281 -11.022 8.308
H -21.397 -12.138 -1.947
H -20.415 -9.567 0.286
H -18.728 -15.079 3.734
H -19.329 -14.109 0.660
H -20.414 -7.389 10.270
H -21.136 -7.673 7.746
H -14.467 -10.697 1.910
H -13.003 -15.774 2.935
H -24.567 -11.708 6.554
H -17.607 -7.781 7.945
H -15.142 -9.071 4.742
H -17.951 -5.723 10.820
H -18.283 -10.254 2.266
H -21.919 -11.011 -0.676
H -23.230 -13.955 5.596
H -18.727 -7.962 10.639
H -17.874 -16.395 4.586
H -18.574 -5.425 3.353
H -23.751 -10.427 1.895
H -17.795 -10.011 3.900
H -16.769 -14.929 2.144
H -25.352 -7.515 4.595
H -24.699 -6.252 3.559
H -21.072 -13.555 8.162
H -22.812 -12.292 5.175
H -16.063 -11.208 2.743
H -17.183 -13.027 3.159
H -18.529 -11.322 6.545
H -18.949 -12.383 -2.438
H -20.948 -14.810 5.578
H -24.587 -13.408 7.004
H -21.897 -8.558 2.645
H -18.818 -11.808 0.607
H -16.361 -14.641 6.354
H -19.540 -8.468 9.136
H -18.459 -13.540 -0.808
H -19.652 -8.440 6.041
H -15.745 -16.202 5.499
H -20.690 -12.663 3.787
H -16.036 -9.425 6.237
H -16.986 -11.187 7.469
H -20.180 -15.028 -1.198
H -20.632 -5.420 8.649
H -14.541 -13.803 2.817
H -20.540 -11.980 0.857
H -18.513 -10.412 8.026
H -17.330 -6.477 4.139
H -23.263 -8.597 -0.218
H -17.388 -6.439 2.421
H -22.262 -10.540 6.648
H -17.904 -11.162 -1.754
H -20.820 -11.300 7.397
H -20.273 -13.317 6.027
H -19.305 -5.141 7.629
H -14.516 -15.150 1.649
H -25.506 -8.852 2.711
H -15.871 -12.763 4.329
H -24.362 -12.254 8.268
H -23.826 -6.841 5.071
H -19.715 -9.054 -1.308
H -15.797 -10.698 5.103
H -21.783 -7.230 3.833
H -24.506 -9.848 4.452
H -22.545 -14.576 7.963
H -18.397 -14.931 5.486
H -16.215 -16.302 3.110
H -14.895 -14.614 5.427
H -15.922 -9.764 1.840
H -22.490 -6.948 2.232
H -18.022 -4.559 9.499
H -21.344 -10.295 -2.254
H -22.544 -13.230 9.145
H -18.564 -8.690 3.003
H -19.536 -4.949 10.483
H -24.787 -10.048 0.639
H -22.868 -10.093 3.778
H -16.927 -7.037 9.460
H -24.860 -7.584 1.673
```

Computed properties:
- Molecular weight: 816.08 g/mol
- DFT total energy: -75826.4095 eV
- LUMO energy: -1.711 eV
- Multiplicity: 1
- Max |F|: 2.2 eV/A
- HOMO-LUMO gap: 3.424 eV
- Net charge: 0

---

[3]
This record from OMol25 describes a 17-piece molecular cluster, C35H86O17 overall in a non-equilibrium geometry. The level of theory is the ωB97M-V functional and the def2-TZVPD basis.

Structure (XYZ):
```
138
C35H86O17 the ωB97M-V functional and the def2-TZVPD basis
O -0.936 -3.392 4.851
O -1.917 -3.301 -2.349
O 4.048 0.501 1.580
O -4.131 0.976 -1.183
O 2.296 1.287 4.750
O -3.498 5.731 -1.574
O -1.018 4.260 2.952
O 5.646 -2.272 0.031
O 1.857 -3.548 -1.173
O 1.446 2.817 -1.943
O -2.488 -0.030 -6.644
O 3.972 -2.332 2.775
O -4.935 1.361 1.998
O -4.152 -1.804 -1.993
O -0.213 3.227 -4.529
O -0.742 -0.831 1.090
O 3.302 0.709 -2.721
C 2.334 0.485 -3.739
C -2.195 -0.188 -4.218
C -4.306 4.690 0.413
C 1.252 -0.531 -0.156
C 4.850 1.178 2.131
C -1.532 -3.794 3.855
C -0.752 -4.452 2.762
C -2.681 -2.239 -5.712
C 4.858 2.686 2.094
C 0.661 -0.275 4.140
C -2.438 -0.743 -5.604
C 5.339 -1.228 -0.886
C -2.629 1.342 2.711
C -0.246 -0.380 0.124
C -5.479 1.381 -1.396
C -3.287 4.950 -0.684
C 3.102 -3.402 2.458
C -3.998 -0.790 2.498
C 3.842 -4.740 -1.280
C 2.841 -3.832 -1.827
C -3.960 0.693 2.358
C 2.125 4.035 -2.291
C 1.201 4.413 3.843
C -1.235 4.081 -5.154
C 1.571 0.423 5.118
C 2.995 -3.287 -3.209
C -0.991 0.402 -0.856
C 5.945 0.497 2.925
C 0.607 2.924 1.780
C -3.036 -3.935 3.798
C -5.092 -2.478 -2.875
C 1.576 -0.097 6.552
C -1.999 4.189 -0.582
C -1.442 -3.943 -1.129
C 0.122 3.887 2.852
H -2.173 3.145 -0.881
H 1.993 3.655 4.075
H 5.726 -0.278 -0.491
H 1.627 5.262 3.318
H 0.731 4.768 4.767
H -6.119 1.309 -0.557
H 3.399 -5.254 -0.449
H 2.094 -3.234 2.861
H -1.605 -0.948 -3.739
H 2.218 -0.954 6.529
H -1.731 0.844 -4.220
H -3.543 -3.267 4.506
H -0.466 -4.322 -1.357
H -1.897 0.821 -0.381
H -5.389 2.442 -1.679
H 3.609 -1.470 2.540
H -1.290 -2.620 -2.632
H -3.369 -4.939 4.024
H 1.320 0.406 -3.311
H 1.817 4.773 -1.578
H 0.596 2.846 -2.307
H -3.408 -3.694 2.808
H -0.785 -5.527 2.952
H -2.181 -4.712 -0.916
H -1.785 3.501 -5.942
H 4.787 3.032 1.078
H -3.637 -2.539 -5.314
H 2.492 -4.049 -3.810
H 3.543 -4.335 2.843
H -5.268 -1.917 -3.813
H 0.601 3.312 -5.038
H 1.769 -1.162 0.551
H 3.975 2.963 2.633
H -4.827 -1.244 1.943
H 2.042 0.638 7.224
H 0.098 -1.090 4.599
H -1.810 0.720 2.258
H 5.078 -2.232 0.816
H -3.457 -2.506 -1.838
H -1.230 -4.253 1.787
H -0.180 2.234 1.422
H 2.393 1.276 -4.478
H -1.650 4.099 0.478
H 4.263 -1.141 -0.973
H 1.239 -0.546 3.292
H -3.175 -0.166 -3.725
H 0.565 -0.341 6.964
H 5.856 -0.569 2.915
H 4.003 -3.164 -3.594
H -0.047 0.480 3.763
H -0.396 1.148 -1.403
H -1.343 -3.157 -0.319
H 3.042 -3.566 1.401
H -2.340 1.192 3.761
H 1.516 2.429 2.116
H 2.501 -0.473 -4.217
H -5.957 0.824 -2.236
H 6.872 0.697 2.371
H -2.662 2.420 2.572
H -4.219 5.503 1.194
H -1.944 -2.840 -5.173
H -3.968 -1.160 3.551
H 1.315 -0.939 -1.154
H -6.080 -2.622 -2.349
H 0.876 3.588 0.930
H 1.734 0.426 -0.241
H 5.809 -1.510 -1.834
H 4.294 -5.422 -2.002
H -2.012 4.316 -4.393
H 2.451 -2.321 -3.277
H -5.309 4.803 -0.039
H 2.846 1.435 -2.272
H -4.666 -3.424 -3.183
H -1.230 4.733 -1.149
H -0.719 4.999 -5.432
H -1.318 -0.299 -1.605
H -4.152 3.704 0.848
H 5.685 3.073 2.656
H 3.219 3.819 -2.307
H -3.116 -1.149 1.967
H -4.105 0.000 -1.224
H -2.645 -2.557 -6.774
H 4.643 -4.110 -0.836
H 6.108 0.858 3.930
H 1.725 4.361 -3.260
H 0.264 -4.114 2.729
```

Computed properties:
- Molecular weight: 779.06 g/mol
- DFT total energy: -72493.1775 eV
- LUMO energy: 0.326 eV
- Multiplicity: 1
- Max |F|: 4.0 eV/A
- HOMO-LUMO gap: 9.446 eV
- Net charge: 0